{
  "formula": "C2H7NO2",
  "method": "wB97M-V/def2-TZVPD",
  "smiles": "C=O.NCO",
  "homo_lumo_gap_ev": 10.69,
  "e_tot_ha": -285.58863,
  "homo_ev": -9.839,
  "e_above_lowest_kj_mol": 218.4,
  "symbols": ["C", "O", "H", "H", "N", "C", "O", "H", "H", "H", "H", "H"],
  "xyz": [[-2.231, 0.344, -0.316], [-1.564, 1.224, 0.154], [-1.853, -0.635, -0.644], [-3.312, 0.494, -0.450], [1.690, 0.647, 0.579], [1.097, -0.174, -0.433], [0.396, -1.345, 0.048], [0.921, 1.226, 0.910], [1.988, 0.130, 1.396], [0.326, 0.365, -0.966], [1.813, -0.579, -1.155], [0.729, -1.696, 0.877]],
  "nbo_charge": [0.2862, -0.5188, 0.1351, 0.0991, -0.8360, 0.0911, -0.7695, 0.3718, 0.3514, 0.1760, 0.1469, 0.4667]
}